Below is C6H11N in the gas phase at a distorted geometry, with properties calculated with ωB97M-V/def2-TZVPD.

```
18
Properties=species:S:1:pos:R:3:nbo_charge:R:1
C 1.6489 -0.7489 0.0198 -0.64
C 1.9415 0.5216 0.7915 -0.23
N 0.7379 1.3946 1.4141 -0.42
C -0.2573 0.9005 0.8879 0.36
C -0.9824 0.2114 0.0279 -0.18
C -1.9152 -0.9008 0.4073 -0.62
C -1.1850 0.8506 -1.3236 -0.61
H 2.7417 -0.9092 -0.0107 0.23
H 1.1786 -1.5743 0.5714 0.22
H 1.2972 -0.7118 -1.0213 0.22
H 2.5051 1.1853 0.1192 0.20
H 2.5339 0.2557 1.6678 0.20
H -1.6513 -1.3863 1.3511 0.22
H -2.9228 -0.4809 0.5075 0.21
H -1.9638 -1.6677 -0.3758 0.21
H -2.1547 1.3579 -1.3294 0.21
H -0.4112 1.5938 -1.5424 0.22
H -1.1922 0.1105 -2.1341 0.21
```

The value obtained for the HOMO-LUMO gap is 9.18 eV. The value obtained for the total energy is -7888.1164 eV. As for the SMILES: CCN=C=C(C)C. As for the LUMO energy: 0.0339 Ha. The energy above the lowest of the compared OMol25 structures with the same formula, charge and spin comes out at 233.0 kJ/mol.

Below is 4 unconnected molecules or ions with the total composition C27H57B3BrNO16 at a distorted geometry, with properties calculated with ωB97M-V/def2-TZVPD.

```
105
Properties=species:S:1:pos:R:3:lowdin_charge:R:1
C 2.1595 1.5139 1.6463 0.04
C 1.2925 2.5763 1.0182 -0.43
O 0.1172 2.6208 1.2107 0.14
N 1.9222 3.5618 0.1397 0.21
B 2.3855 2.9769 -1.1001 -0.62
O 1.9646 1.6773 -1.3596 0.29
B 2.6949 0.8836 -2.2413 -0.48
C 2.4400 -0.6534 -2.3313 -0.04
C 2.1736 -1.3335 -0.9757 -0.18
C 0.7463 -1.1583 -0.4874 -0.26
O 0.5379 -1.7559 0.7926 -0.07
O 3.6615 1.5108 -3.0214 0.32
B 4.1307 2.7126 -2.5364 -0.50
C 5.6686 3.0471 -2.4459 -0.04
C 6.5330 1.9514 -3.0000 -0.82
O 6.6162 0.8503 -2.5703 0.06
Br 7.5708 2.4705 -4.5691 0.70
O 3.1997 3.5926 -2.0186 0.35
C 2.6721 4.6001 0.7550 -0.43
C 2.7329 4.5988 2.2636 0.02
O 3.2032 5.4458 0.0957 0.13
H 3.1237 1.3925 1.1560 0.10
H 1.5948 0.5821 1.6584 0.08
H 2.3412 1.7932 2.6880 0.10
H 1.6050 -0.8480 -3.0176 0.13
H 3.3171 -1.1052 -2.8019 0.12
H 2.8764 -0.9547 -0.2207 0.11
H 2.3676 -2.4051 -1.0740 0.12
H 0.0644 -1.6635 -1.1774 0.12
H 0.4678 -0.0998 -0.4443 0.10
H 1.3779 -1.7916 1.2562 0.07
H 5.8927 4.0254 -2.8687 0.11
H 5.9098 3.1019 -1.3761 0.14
H 3.4861 3.8909 2.6148 0.09
H 1.7698 4.3613 2.7184 0.09
H 3.0262 5.5990 2.5718 0.09
C 1.9714 -3.2636 7.3425 -0.12
O 0.9135 -2.5271 6.7769 -0.20
C -0.2794 -2.6378 7.5315 -0.21
C -1.2500 -1.5364 7.1718 -0.18
O -0.9486 -0.2880 7.7743 -0.13
C 0.0871 0.4710 7.1738 -0.19
C -0.3357 1.1917 5.9134 -0.21
O -0.3540 0.3075 4.8117 -0.20
C -1.0635 0.8441 3.7130 -0.10
H 1.7315 -4.3320 7.4023 0.09
H 2.8407 -3.1346 6.7004 0.09
H 2.2144 -2.9025 8.3488 0.09
H -0.0538 -2.5823 8.6043 0.13
H -0.7526 -3.6086 7.3262 0.13
H -2.2261 -1.8176 7.5724 0.13
H -1.3366 -1.4444 6.0867 0.12
H 0.9697 -0.1437 6.9810 0.12
H 0.3505 1.2292 7.9143 0.13
H 0.3734 2.0112 5.7181 0.12
H -1.3313 1.6288 6.0650 0.13
H -2.1119 1.0302 3.9739 0.09
H -1.0208 0.1122 2.9079 0.09
H -0.6109 1.7767 3.3656 0.07
C -2.3509 1.8698 -1.0044 -0.10
O -2.4274 3.0908 -1.7063 -0.18
C -1.1965 3.7921 -1.6915 -0.20
C -1.1437 4.8267 -2.7899 -0.17
O -0.8514 4.2852 -4.0699 -0.12
C -1.9213 3.6497 -4.7491 -0.19
C -2.8966 4.6100 -5.3914 -0.21
O -3.7979 5.1277 -4.4319 -0.19
C -4.4779 6.2675 -4.9006 -0.11
H -2.0805 2.0247 0.0450 0.08
H -3.3320 1.4012 -1.0564 0.09
H -1.6103 1.1990 -1.4594 0.09
H -0.3657 3.0859 -1.8262 0.12
H -1.0726 4.2865 -0.7193 0.13
H -0.3101 5.4970 -2.5684 0.13
H -2.0638 5.4155 -2.8056 0.12
H -2.4510 2.9530 -4.0947 0.12
H -1.4488 3.0785 -5.5511 0.13
H -3.4594 4.0772 -6.1716 0.13
H -2.3372 5.4272 -5.8655 0.13
H -3.7793 7.0805 -5.1309 0.09
H -5.1531 6.5931 -4.1118 0.09
H -5.0646 6.0439 -5.8000 0.09
C -2.9757 -6.7637 0.7403 -0.11
O -2.8827 -6.1431 -0.5198 -0.20
C -2.4871 -4.7873 -0.4200 -0.21
C -1.9823 -4.2716 -1.7483 -0.18
O -0.6483 -4.6581 -2.0467 -0.13
C -0.4528 -6.0021 -2.4564 -0.18
C -0.8722 -6.2798 -3.8822 -0.21
O -2.2731 -6.4503 -3.9729 -0.19
C -2.7355 -6.3597 -5.2993 -0.11
H -3.7115 -6.2638 1.3818 0.09
H -3.2927 -7.7918 0.5761 0.09
H -2.0076 -6.7659 1.2551 0.09
H -1.6949 -4.6747 0.3309 0.13
H -3.3493 -4.1802 -0.1093 0.13
H -1.9546 -3.1821 -1.6767 0.12
H -2.6626 -4.5458 -2.5577 0.12
H -0.9389 -6.7017 -1.7732 0.12
H 0.6263 -6.1595 -2.3976 0.13
H -0.3697 -7.1947 -4.2281 0.13
H -0.5500 -5.4465 -4.5209 0.13
H -2.5208 -5.3739 -5.7289 0.09
H -3.8128 -6.5114 -5.2813 0.09
H -2.2797 -7.1267 -5.9371 0.09
```

The value obtained for the HOMO-LUMO gap is 9.26 eV. The value obtained for the total energy is -135249.3652 eV. As for the SMILES: CC(=O)N(B1OB(CCCO)OB(CC(=O)Br)O1)C(C)=O.COCCOCCOC.COCCOCCOC.COCCOCCOC. As for the LUMO energy: 0.0038 Ha.

Below is 2 unconnected molecules or ions with the total composition C16H16ClNO5S at a distorted geometry, with properties calculated with ωB97M-V/def2-TZVPD.

```
40
Properties=species:S:1:pos:R:3:nbo_charge:R:1
C 3.9673 0.1347 0.8432 -0.27
O 2.5497 0.4009 0.8514 -0.42
C 1.7052 -0.5860 0.8645 0.38
C 0.3110 -0.3164 0.8321 -0.21
C -0.5871 -1.4101 0.8144 -0.10
C -1.9516 -1.1772 0.7994 -0.26
C -2.4581 0.1327 0.7962 0.17
C -3.9386 0.3684 0.7945 -0.67
C -1.5616 1.2134 0.7970 -0.26
C -0.1963 1.0151 0.8100 -0.11
H 4.4285 1.1236 0.8335 0.22
H 4.2543 -0.4241 1.7463 0.23
H 4.2452 -0.4340 -0.0554 0.19
H 2.0880 -1.6159 0.8610 0.20
H -0.1575 -2.4137 0.8115 0.22
H -2.6565 -2.0129 0.7933 0.23
H -4.1488 1.4413 0.7949 0.22
H -4.4097 -0.0777 -0.0900 0.23
H -4.4107 -0.0774 1.6788 0.24
H -1.9656 2.2275 0.7895 0.22
H 0.5094 1.8444 0.8018 0.24
O 3.6638 -1.9495 12.9188 -0.38
N 3.7887 -0.8589 12.3114 0.49
O 3.9575 0.2320 12.9068 -0.38
C 3.7331 -0.8611 10.8823 0.09
C 3.8549 0.3429 10.1663 -0.20
C 3.7936 0.3370 8.7742 -0.19
C 3.6106 -0.8692 8.0831 -0.26
S 3.5355 -0.8699 6.2644 2.15
C 1.8618 -0.7511 5.8704 -0.92
Cl 1.3552 -0.5003 4.3146 0.01
O 4.2285 0.3283 5.8483 -0.97
O 4.0534 -2.1714 5.8999 -0.97
C 3.4792 -2.0710 8.7962 -0.20
C 3.5375 -2.0681 10.1883 -0.20
H 4.0049 1.2665 10.7187 0.25
H 3.9088 1.2734 8.2342 0.25
H 1.1370 -1.0821 6.6075 0.22
H 3.3501 -3.0184 8.2780 0.25
H 3.4443 -2.9882 10.7591 0.25
```

The value obtained for the HOMO-LUMO gap is 3.19 eV. The value obtained for the total energy is -51928.7494 eV. As for the LUMO energy: -0.0925 Ha. The energy above the lowest of the compared OMol25 structures with the same formula, charge and spin comes out at 934.1 kJ/mol.

Below is C9H11BO2 in the gas phase at a distorted geometry, with properties calculated with ωB97M-V/def2-TZVPD.

```
23
Properties=species:S:1:pos:R:3:nbo_charge:R:1
B 1.2610 1.9592 -0.4103 -0.40
C 0.4770 -1.9348 2.7987 -0.18
C 0.2905 -2.3730 1.5113 -0.20
C 0.5168 -0.5563 3.0543 -0.22
C 0.2187 -1.4629 0.4619 -0.17
C 0.4723 0.3624 2.0515 -0.14
C 0.3236 -0.1461 0.6604 -0.15
C -0.1093 0.1307 -1.7224 0.77
C -2.0361 0.7999 -2.8970 -0.27
C 0.5877 0.6726 -0.4842 0.04
O 0.2896 -0.7765 -2.4020 -0.57
O -1.2350 0.8226 -1.7931 -0.50
H 1.6978 2.4177 -1.4207 0.05
H 1.9083 2.1876 0.5524 0.01
H 0.7264 -2.5816 3.5857 0.22
H 0.0355 -3.3458 1.1686 0.22
H 0.5848 -0.2504 4.1166 0.22
H 0.1703 -1.8783 -0.5789 0.24
H 0.5321 1.3788 2.2355 0.23
H -3.0493 1.1039 -2.7912 0.21
H -2.1403 -0.1945 -3.4591 0.19
H -1.6180 1.3800 -3.6952 0.19
H 0.0957 2.2847 -0.5431 0.23
```

The value obtained for the HOMO-LUMO gap is 8.69 eV. The value obtained for the total energy is -14279.3563 eV. As for the LUMO energy: -0.0251 Ha. The energy above the lowest of the compared OMol25 structures with the same formula, charge and spin comes out at 507.9 kJ/mol.